14 unconnected molecules or ions with the total composition C17H62N12O14 in a non-equilibrium geometry, computed with ωB97M-V/def2-TZVPD.

Geometry as XYZ:
```
105
Properties=species:S:1:pos:R:3:lowdin_charge:R:1
C 5.7529 1.4464 1.9700 -0.056
C 4.8653 0.3206 1.4603 -0.302
O 3.7730 0.7360 0.6148 -0.120
H 6.2266 1.9096 1.0755 0.101
H 6.5339 1.1065 2.6126 0.067
H 5.1218 2.0141 2.6109 0.039
H 4.3861 -0.1841 2.2837 0.077
H 5.3866 -0.3938 0.8560 0.110
H 3.2859 -0.0898 0.3691 0.065
C -3.3813 -1.8907 -3.2550 -0.062
C -4.0818 -0.5220 -3.2057 -0.281
O -3.7467 -0.0070 -1.9545 -0.144
H -3.8180 -2.6248 -3.9051 0.067
H -3.4713 -2.3173 -2.2471 0.060
H -2.3176 -1.8927 -3.5816 0.052
H -5.2046 -0.6076 -3.3735 0.137
H -3.8516 0.1655 -3.9841 0.084
H -4.4894 0.5449 -1.6427 0.116
C 0.7051 -4.3504 -1.7680 -0.066
C 1.3236 -3.3015 -2.6416 -0.279
O 0.2859 -2.7006 -3.4397 -0.117
H 1.4952 -4.8781 -1.2616 0.075
H 0.1218 -5.0792 -2.3573 0.095
H 0.1068 -3.9404 -0.9534 0.057
H 2.1780 -3.6486 -3.2002 0.117
H 1.7023 -2.5333 -1.9969 0.065
H 0.0523 -3.2678 -4.1677 0.097
C -0.0639 -0.1911 3.5866 -0.672
O -1.2220 -0.9056 3.6061 -0.090
N 0.5988 0.0675 4.6470 0.192
N 0.5481 0.1813 2.5176 0.157
H 0.0810 -0.1875 5.5139 0.153
H 1.3805 0.7263 4.7787 0.096
H -0.0579 0.2501 1.6731 0.098
H 1.1959 0.9976 2.5789 0.090
C -0.7523 -0.0225 -5.0847 -0.727
O -1.4858 1.0650 -4.8057 -0.096
N -1.1512 -0.9267 -5.9171 0.158
N 0.4368 -0.2487 -4.6949 0.156
H -2.1210 -0.8254 -6.2389 0.134
H -0.5603 -1.7092 -6.2213 0.129
H 0.8143 0.5531 -4.1765 0.134
H 0.6208 -1.2346 -4.3623 0.087
C 0.0007 0.0186 -0.9446 -0.603
O 1.3250 -0.2912 -1.1722 -0.099
N -0.8960 -0.7385 -1.4671 0.209
N -0.3894 0.8780 -0.1025 0.185
H -0.4823 -1.3748 -2.1907 0.117
H -1.9119 -0.7074 -1.4441 0.096
H 0.3989 1.5192 0.1705 0.139
H -1.3334 1.3086 -0.1257 0.091
C -2.8645 3.1837 -0.1491 -0.618
O -2.4680 4.5376 -0.0143 -0.141
N -2.4855 2.3950 -1.1154 0.128
N -3.7324 2.5814 0.5803 0.166
H -1.7591 2.7715 -1.8479 0.197
H -2.8169 1.4505 -1.2306 0.054
H -4.1499 3.1520 1.3157 0.135
H -3.6014 1.5338 0.7423 0.090
C -2.0437 -3.2341 0.8845 -0.614
O -2.7827 -3.6026 -0.2317 -0.122
N -1.2814 -2.1856 0.9262 0.137
N -1.9097 -3.9919 1.9345 0.180
H -1.0453 -1.6338 0.0704 0.087
H -0.6409 -2.0481 1.7003 0.086
H -2.5237 -4.8592 1.9514 0.161
H -1.4318 -3.7335 2.7831 0.112
C 2.4911 2.7621 3.5900 -0.670
O 2.1784 3.9773 4.2071 -0.119
N 3.0247 1.7540 4.1430 0.136
N 2.1692 2.5100 2.4083 0.174
H 3.4660 1.9296 5.0726 0.161
H 3.2504 0.8107 3.7124 0.147
H 1.5708 3.0880 1.8618 0.035
H 2.6172 1.8019 1.8650 0.085
C -1.6779 2.6654 3.2529 -0.159
O -2.4837 3.7641 3.6054 -0.091
H -1.5520 1.9467 4.0372 0.064
H -0.6601 3.0110 3.0341 0.061
H -2.0170 2.1112 2.4079 0.044
H -1.9241 4.4057 4.0704 0.090
C 3.6493 -0.8907 -3.4798 -0.197
O 3.4890 0.1622 -2.6289 -0.096
H 4.6091 -0.7942 -3.9368 0.077
H 2.8747 -0.9356 -4.2693 0.071
H 3.6023 -1.7801 -2.8848 0.061
H 2.7692 -0.1455 -2.1071 -0.021
C 1.7487 -2.6670 0.8523 -0.195
O 2.2502 -1.5664 1.4909 -0.140
H 1.0810 -2.2867 0.0634 0.039
H 1.2190 -3.3810 1.5314 0.096
H 2.6465 -3.1726 0.4403 0.106
H 1.5822 -1.0666 1.9950 0.021
C -4.0611 -0.7167 1.0050 -0.153
O -2.8319 -0.0832 1.2071 -0.179
H -4.0234 -1.2821 0.0613 0.061
H -4.8484 0.0264 0.9585 0.081
H -4.2498 -1.5725 1.7087 0.108
H -2.2111 -0.8282 1.1499 -0.004
C 0.6166 4.8937 1.3080 -0.138
O 0.6638 3.6468 0.6835 -0.174
H 0.0958 4.8128 2.2538 0.066
H 0.0410 5.6229 0.6993 0.100
H 1.6650 5.2203 1.5645 0.107
H 0.7916 3.7136 -0.2750 0.121
```

Summary:
Highest occupied orbital energy   -8.97 eV
Energy   -65176.7957 eV
Energy relative to the best compared isomer or geometry (same formula, charge and spin)   175.53 kJ/mol